Version 1
ORCA calculation (ωB97M-V/def2-TZVPD) on the molecule C6H8OS.

Positions of all 16 atoms, in Å:
O 2.281 0.070 -0.144
C 1.178 0.376 -0.843
S 1.518 1.498 -2.255
C -0.112 -0.148 -0.182
C -0.143 -0.925 0.868
C -1.332 -1.168 1.805
C -2.712 -1.358 1.115
C -2.443 -0.070 1.925
H 3.118 0.666 -0.453
H -0.884 0.339 -0.721
H 0.767 -1.175 1.461
H -1.110 -1.782 2.597
H -3.121 -2.103 1.836
H -3.011 -1.388 -0.079
H -2.891 -0.264 3.037
H -2.018 0.936 1.440

Multiplicity: 1
Gap between HOMO and LUMO in eV: 8.084
Charge: 0
SMILES: OC(=S)/C=C/C1CC1


Version 2
ORCA calculation (ωB97M-V/def2-TZVPD) on the molecule C6H8OS.

Positions of all 16 atoms, in Å:
C 0.712 2.502 -0.553
C 1.000 1.381 -0.204
C 1.284 0.061 0.282
S 3.066 -0.345 0.151
C 0.424 -1.052 -0.336
O 0.794 -2.170 -0.603
C -1.037 -0.573 -0.588
C -1.809 -0.240 0.707
H 0.378 3.473 -0.843
H 1.021 0.125 1.378
H 2.797 -1.642 -0.077
H -1.517 -1.437 -1.171
H -1.054 0.329 -1.204
H -2.819 0.049 0.441
H -1.917 -1.048 1.403
H -1.324 0.588 1.216

Multiplicity: 1
Gap between HOMO and LUMO in eV: 10.041
Charge: 0
SMILES: C#C[C@H](S)C(=O)CC


Version 3
ORCA calculation (ωB97M-V/def2-TZVPD) on the molecule C6H8OS.

Positions of all 16 atoms, in Å:
C 2.144 -0.466 -0.598
C 1.127 -0.048 0.182
C 0.858 1.367 0.606
S -0.768 1.808 -0.161
C -1.260 0.224 -0.465
C -2.038 -1.031 -0.214
C -0.978 -0.564 0.710
O 0.413 -0.977 0.683
H 2.184 -1.487 -1.255
H 2.971 0.315 -0.861
H 1.461 2.096 0.319
H 0.697 1.625 1.660
H -0.505 0.035 -1.178
H -3.202 -0.862 0.099
H -1.814 -1.553 -1.303
H -1.292 -0.480 1.776

Multiplicity: 1
Gap between HOMO and LUMO in eV: 9.209
Charge: 0
SMILES: C=C1CS[C@@H]2C[C@H]2O1


Version 4
ORCA calculation (ωB97M-V/def2-TZVPD) on the molecule C6H8OS.

Positions of all 16 atoms, in Å:
C 2.569 -0.420 0.597
S 1.684 0.147 -0.877
C 0.014 -0.324 -0.431
C -0.580 -1.618 -0.439
C -1.900 -1.422 -0.201
O -2.157 -0.105 -0.046
C -0.976 0.574 -0.209
C -1.012 2.075 -0.116
H 2.210 0.079 1.544
H 2.396 -1.524 0.768
H 3.611 -0.112 0.420
H -0.091 -2.575 -0.510
H -2.758 -2.102 -0.229
H -1.872 2.471 -0.651
H -0.084 2.458 -0.543
H -1.055 2.399 0.923

Multiplicity: 1
Gap between HOMO and LUMO in eV: 9.356
Charge: 0
SMILES: CSc1ccoc1C


On energetic grounds, version 4 is preferred over the next structure by 0.0595 hartree.